Version P
Molecular formula: C10H16NPS
Method: DFT, ωB97M-V/def2-TZVPD

The geometry in XYZ format:
```
29
Properties=species:S:1:pos:R:3:mulliken_charge:R:1
S 2.967 0.248 2.283 -0.223
P 1.012 0.408 -0.857 0.130
N -0.377 -0.304 -0.301 0.450
C 1.194 -2.480 -0.263 -1.368
C -2.405 0.957 0.391 -1.213
C -1.165 0.264 0.794 0.446
C 0.276 2.004 -1.521 -0.825
C 1.983 0.897 0.605 0.075
C -0.139 3.143 -1.499 0.235
C -0.469 -1.819 -2.091 -1.368
C -0.504 0.967 1.975 -1.279
C 3.276 1.319 0.872 -0.509
C -0.182 -1.803 -0.553 0.028
H 4.050 2.125 0.693 0.368
H -0.790 3.948 -1.644 0.401
H -2.718 1.654 1.277 0.325
H -0.014 0.292 2.652 0.366
H 1.694 -2.265 0.693 0.259
H 0.909 -3.503 -0.403 0.471
H -0.969 -2.327 -0.003 0.383
H 0.236 -1.266 -2.651 0.417
H -3.236 0.147 0.261 0.233
H -1.262 1.482 2.633 0.403
H -0.309 -2.830 -2.474 0.453
H 1.855 -2.201 -1.117 0.370
H -1.565 -0.626 1.290 0.080
H -2.256 1.520 -0.481 0.328
H -1.489 -1.573 -2.294 0.367
H 0.401 1.622 1.732 0.194
```

The molecular weight comes out at 213.29 g/mol. The calculation puts the HOMO energy at -7.58 eV. The SMILES is C#CP(C1=CS1)N(C(C)C)C(C)C.

***

Version Q
Molecular formula: C10H16NPS
Method: DFT, ωB97M-V/def2-TZVPD

The geometry in XYZ format:
```
29
Properties=species:S:1:pos:R:3:mulliken_charge:R:1
S 1.588 1.741 -1.569 -0.357
P 0.865 0.445 -0.318 0.538
N 1.445 -1.156 -0.425 -0.032
C -3.499 -0.907 0.311 -0.558
C 1.020 -1.824 -1.644 -0.966
C -2.118 -0.821 0.447 -0.124
C 1.028 0.865 1.471 -0.534
C -3.451 0.650 -1.526 -0.479
C -1.458 0.004 -0.425 -0.279
C -4.156 -0.176 -0.666 -0.416
C 0.188 2.104 1.747 -1.228
C 2.881 -1.277 -0.209 -0.938
C -2.073 0.745 -1.402 -0.259
H 3.138 -2.337 -0.182 0.352
H 0.251 2.390 2.794 0.377
H -1.600 -1.383 1.208 0.383
H -0.049 -1.656 -1.781 0.290
H -5.231 -0.251 -0.757 0.379
H -0.856 1.915 1.496 0.286
H 3.462 -0.792 -1.003 0.353
H 0.679 0.006 2.046 0.411
H -3.966 1.223 -2.283 0.372
H 3.141 -0.827 0.748 0.254
H 1.553 -1.461 -2.532 0.350
H 2.078 1.057 1.708 0.415
H 1.202 -2.897 -1.541 0.353
H 0.538 2.936 1.136 0.325
H -4.062 -1.544 0.979 0.356
H -1.489 1.385 -2.048 0.376
```

The molecular weight comes out at 213.29 g/mol. The calculation puts the HOMO energy at -8.58 eV.

***

On energetic grounds, version Q is preferred over the next structure by 0.2518 hartree.

***

Version P
Molecular formula: C4H13NOS
Method: DFT, ωB97M-V/def2-TZVPD

The geometry in XYZ format:
```
20
Properties=species:S:1:pos:R:3:mulliken_charge:R:1
S 0.612 -2.255 -1.311 -0.183
O -2.851 0.878 0.586 -0.659
N -0.275 2.353 0.815 -0.560
C 0.627 -0.562 0.945 -0.408
C 1.448 0.660 0.470 -0.794
C -0.250 -1.182 -0.132 -0.713
C 0.634 1.755 -0.196 -0.366
H -1.020 -1.777 0.332 0.349
H 1.393 2.469 -0.541 0.289
H -2.179 1.586 0.576 0.347
H 1.992 1.097 1.310 0.342
H 1.093 -1.288 -2.104 0.095
H -0.827 -0.443 -0.687 0.251
H 0.186 2.452 1.713 0.195
H 1.341 -1.316 1.293 0.335
H -0.015 -0.280 1.772 0.317
H -3.325 1.012 1.416 0.293
H 2.203 0.245 -0.203 0.345
H -0.490 3.303 0.518 0.240
H -0.026 1.521 -1.030 0.286
```

The molecular weight comes out at 123.22 g/mol. The calculation puts the HOMO energy at -8.88 eV. The SMILES is NCCCCS.O.

***

Version Q
Molecular formula: C4H13NOS
Method: DFT, ωB97M-V/def2-TZVPD

The geometry in XYZ format:
```
20
Properties=species:S:1:pos:R:3:mulliken_charge:R:1
S 3.277 -0.608 1.785 -0.225
O -3.701 0.378 -0.415 -0.659
N 0.126 0.044 -1.135 -0.435
C 0.344 0.534 0.262 -0.574
C -0.406 1.097 -2.037 -0.967
C 0.471 -0.610 1.251 -0.695
C 1.800 -1.377 1.150 -0.673
H 1.210 1.192 0.270 0.415
H -0.281 -1.376 1.052 0.293
H -0.554 1.095 0.536 0.392
H -2.760 0.198 -0.282 0.310
H 2.640 0.008 2.778 0.094
H -3.884 0.159 -1.337 0.325
H 0.262 -0.183 2.233 0.380
H 0.479 1.686 -2.259 0.322
H 1.658 -2.364 1.588 0.410
H -0.808 0.531 -2.874 0.338
H -1.219 1.727 -1.656 0.350
H 1.970 -1.498 0.079 0.326
H -0.622 -0.633 -0.989 0.271
```

The molecular weight comes out at 123.22 g/mol. The calculation puts the HOMO energy at -9.04 eV. The SMILES is CNCCCS.O.

***

On energetic grounds, version P is preferred over the next structure by 0.0251 hartree.

***

Version P
Molecular formula: C4H13NOS
Method: DFT, ωB97M-V/def2-TZVPD

The geometry in XYZ format:
```
20
Properties=species:S:1:pos:R:3:mulliken_charge:R:1
S 2.559 -0.269 0.504 0.059
O -1.468 -0.256 -1.524 -0.840
N -2.405 -0.205 0.958 -0.550
C -1.315 0.455 1.562 -0.547
C 1.854 -0.329 -2.369 -1.114
C 1.223 0.486 1.416 -0.586
C -0.068 -0.259 1.084 -0.101
H 2.868 -0.729 -2.490 0.357
H -1.260 1.522 1.329 0.355
H -2.192 -0.584 -2.090 0.232
H 1.137 1.527 1.119 0.293
H -3.266 0.318 1.028 0.254
H -2.181 -0.268 -0.091 0.337
H 1.334 -0.923 -1.608 0.171
H 1.918 0.725 -2.099 0.315
H -0.032 -1.294 1.415 0.313
H -0.149 -0.291 0.014 0.024
H 1.255 -0.424 -3.268 0.276
H -1.386 0.342 2.650 0.332
H 1.576 0.457 2.459 0.420
```

The molecular weight comes out at 123.22 g/mol. The calculation puts the HOMO energy at -7.95 eV.

***

Version Q
Molecular formula: C4H13NOS
Method: DFT, ωB97M-V/def2-TZVPD

The geometry in XYZ format:
```
20
Properties=species:S:1:pos:R:3:mulliken_charge:R:1
S 1.348 0.045 1.687 -0.103
O -2.403 1.378 -0.585 -0.683
N -0.443 -0.178 -2.295 -0.536
C -0.420 -1.114 0.086 -0.417
C -0.654 -1.421 -1.455 -0.480
C 0.997 -0.778 0.234 -0.545
C 0.707 1.658 1.081 -0.741
H 0.447 2.306 1.986 0.307
H -0.242 1.607 0.534 0.260
H -0.679 -2.038 0.661 0.208
H 1.334 -0.101 -0.626 0.114
H -0.988 -0.319 0.597 0.205
H 0.277 0.458 -1.879 0.206
H 1.447 2.129 0.416 0.293
H 1.653 -1.697 0.262 0.333
H -0.004 -2.276 -1.663 0.368
H -2.130 0.980 -1.358 0.327
H -0.063 -0.462 -3.169 0.268
H -1.745 -1.752 -1.649 0.276
H -2.319 0.601 -0.025 0.339
```

The molecular weight comes out at 123.22 g/mol. The calculation puts the HOMO energy at -8.62 eV. The SMILES is CSCCCN.O.

***

Version R
Molecular formula: C4H13NOS
Method: DFT, ωB97M-V/def2-TZVPD

The geometry in XYZ format:
```
20
Properties=species:S:1:pos:R:3:mulliken_charge:R:1
S 0.112 2.163 -0.978 -0.141
O 2.443 0.895 2.489 -0.643
N -1.140 -2.606 -0.056 -0.612
C -0.372 1.827 0.665 -0.922
C 0.179 -0.829 -0.996 -0.630
C -1.126 -1.087 -0.241 -0.559
C 0.143 0.480 -1.872 -0.557
H -0.694 0.376 -2.638 0.333
H 0.861 -0.763 -0.160 0.130
H 0.196 1.271 1.431 0.393
H -1.306 -0.518 0.707 0.269
H -1.253 -2.744 1.073 0.267
H 1.259 0.387 -2.261 0.273
H 3.016 1.684 2.442 0.327
H -0.261 2.706 1.294 0.344
H -1.417 1.431 0.474 0.241
H 2.647 0.551 1.600 0.312
H -2.001 -0.738 -0.670 0.460
H 0.497 -1.506 -1.660 0.516
H -1.783 -2.978 -0.644 0.199
```

The molecular weight comes out at 123.22 g/mol. The calculation puts the HOMO energy at -8.35 eV. The SMILES is CSCCCN.O.

***

Version S
Molecular formula: C4H13NOS
Method: DFT, ωB97M-V/def2-TZVPD

The geometry in XYZ format:
```
20
Properties=species:S:1:pos:R:3:mulliken_charge:R:1
S -2.118 1.131 -0.244 -0.130
O -0.223 -1.789 2.736 -0.608
N 2.196 -1.069 -0.055 -0.501
C 0.598 0.686 0.383 -0.617
C -0.732 -0.020 -0.030 -0.570
C 1.758 0.253 -0.478 -0.543
C -2.346 1.163 -2.043 -0.824
H -1.643 1.862 -2.500 0.262
H -1.083 -0.828 0.604 0.402
H 0.004 -2.413 3.443 0.295
H 0.342 1.746 0.397 0.462
H -0.328 -1.036 3.338 0.314
H -2.193 0.206 -2.538 0.289
H 1.393 0.243 -1.506 0.308
H -0.570 -0.508 -0.992 0.241
H 2.578 0.972 -0.386 0.274
H 0.611 0.477 1.457 0.227
H 1.964 -1.280 0.903 0.202
H 3.141 -1.337 -0.276 0.199
H -3.348 1.543 -2.211 0.317
```

The molecular weight comes out at 123.22 g/mol. The calculation puts the HOMO energy at -8.16 eV. The SMILES is CSCCCN.O.

***

On energetic grounds, version S is preferred over the next structure by 0.0121 hartree.

***

Version P
Molecular formula: C6H15N
Method: DFT, ωB97M-V/def2-TZVPD

The geometry in XYZ format:
```
22
Properties=species:S:1:pos:R:3:mulliken_charge:R:1
N 0.074 -0.378 -0.051 0.243
C -2.068 -0.472 -1.213 -1.295
C 0.532 -0.876 1.301 -0.688
C 1.294 0.687 -2.000 -1.169
C 1.091 0.668 -0.438 -0.405
C 0.411 0.169 2.472 -0.859
C -1.286 0.116 -0.004 -0.422
H -0.192 -0.286 3.249 0.324
H 0.757 1.534 -2.417 0.315
H 1.548 -1.216 1.143 0.490
H 0.806 1.647 -0.071 0.363
H -1.811 -0.199 0.903 0.456
H 0.902 -0.255 -2.370 0.325
H -2.024 0.190 -2.074 0.350
H 2.048 0.413 -0.002 0.491
H -3.103 -0.739 -1.006 0.358
H -1.412 1.200 -0.012 0.358
H -0.055 -1.740 1.605 0.394
H -0.209 0.975 2.087 0.324
H 1.393 0.538 2.701 0.335
H 2.356 0.672 -2.236 0.364
H -1.610 -1.404 -1.557 0.348
```

The net charge is +1. The molecular weight comes out at 101.19 g/mol. The spin multiplicity is 2. The calculation puts the HOMO energy (alpha / beta) at -16.10 / -16.54 eV. Its expectation value of S² is 0.754.

***

Version Q
Molecular formula: C6H15N
Method: DFT, ωB97M-V/def2-TZVPD

The geometry in XYZ format:
```
22
Properties=species:S:1:pos:R:3:mulliken_charge:R:1
N -2.754 0.772 1.023 -0.497
C -1.400 -1.327 -0.185 -1.185
C 2.133 -0.266 -0.928 -0.885
C 0.106 0.474 -2.121 -1.382
C 1.353 0.778 2.031 -0.829
C 0.027 -1.162 -0.149 0.190
C 0.779 -0.429 -1.106 0.840
H 1.878 -0.125 2.371 0.288
H -1.972 -0.324 0.145 0.410
H 2.713 -0.979 -0.336 0.311
H 1.312 0.703 0.952 0.013
H 2.603 0.382 -1.656 0.337
H 0.296 0.761 2.346 0.215
H -0.937 0.608 -1.827 0.337
H -1.588 -1.442 -1.260 0.367
H -2.171 1.601 1.164 0.268
H 1.839 1.680 2.402 0.348
H 0.567 1.447 -2.259 0.447
H -3.525 0.843 1.691 0.234
H -1.925 -2.087 0.380 0.404
H 0.600 -1.878 0.429 0.417
H 0.064 -0.030 -3.107 0.351
```

The net charge is +1. The molecular weight comes out at 101.19 g/mol. The spin multiplicity is 2. The calculation puts the HOMO energy (alpha / beta) at -14.49 / -14.28 eV. Its expectation value of S² is 0.754.

***

Version R
Molecular formula: C6H15N
Method: DFT, ωB97M-V/def2-TZVPD

The geometry in XYZ format:
```
22
Properties=species:S:1:pos:R:3:mulliken_charge:R:1
N -0.432 0.572 -0.542 -0.261
C -2.306 0.529 1.057 -1.430
C 0.535 1.164 0.302 -0.047
C -1.241 -0.238 0.287 0.810
C -1.774 -1.452 -0.546 -1.352
C 1.679 0.382 0.599 -0.225
C 2.201 -0.752 -0.386 -1.033
H -1.917 1.239 1.924 0.267
H 0.689 2.217 0.239 0.462
H 1.631 -0.591 -1.340 0.382
H -1.952 -1.095 -1.589 0.361
H -0.618 -0.751 1.030 0.160
H -2.989 -0.122 1.558 0.442
H 2.613 1.312 -2.090 0.187
H -1.045 -2.324 -0.768 0.275
H -2.886 1.126 0.426 0.415
H 0.515 0.452 1.297 0.306
H 1.932 -1.766 -0.242 0.364
H 2.502 0.982 1.006 0.392
H -2.665 -1.964 -0.038 0.351
H 3.351 -0.661 -0.480 0.315
H 2.177 1.742 -1.704 -0.141
```

The net charge is +1. The molecular weight comes out at 101.19 g/mol. The spin multiplicity is 2. The calculation puts the HOMO energy (alpha / beta) at -14.74 / -15.26 eV. Its expectation value of S² is 0.756.

***

On energetic grounds, version P is preferred over the next structure by 0.0891 hartree.

***

Version P
Molecular formula: CH2N2O2
Method: DFT, ωB97M-V/def2-TZVPD

The geometry in XYZ format:
```
7
Properties=species:S:1:pos:R:3:mulliken_charge:R:1
O -0.777 1.360 -0.061 -0.229
O 3.193 1.356 -0.365 -0.469
N -0.673 0.524 0.952 -0.147
N 1.588 -0.329 -0.076 -0.302
C 2.427 0.482 -0.218 0.480
H -0.054 2.017 -0.066 0.358
H 0.951 -1.055 -0.069 0.308
```

The molecular weight comes out at 74.04 g/mol. The calculation puts the HOMO energy (alpha / beta) at -9.55 / -9.56 eV.

***

Version Q
Molecular formula: CH2N2O2
Method: DFT, ωB97M-V/def2-TZVPD

The geometry in XYZ format:
```
7
Properties=species:S:1:pos:R:3:mulliken_charge:R:1
O 0.639 -0.130 -0.069 -0.405
O -1.433 0.740 -0.368 -0.443
N 4.117 -0.050 0.288 0.006
N 3.828 0.878 -0.220 0.002
C -0.498 0.452 0.289 0.250
H -0.490 0.684 1.501 0.231
H 0.693 -0.143 -1.158 0.359
```

The molecular weight comes out at 74.04 g/mol. The calculation puts the HOMO energy at -10.94 eV. The SMILES is O=CO.N#N.

***

On energetic grounds, version Q is preferred over the next structure by 0.1844 hartree.